Formula: C39H79BBrF2NO23P
Source: the OMol25 dataset
Level of theory: ωB97M-V with the def2-TZVPD basis set

```
147
Properties=species:S:1:pos:R:3:forces:R:3
C -4.833275 0.891603 1.088543 0.32 0.11 -0.27
C -3.688934 0.638278 0.070456 -0.22 0.69 0.34
P -4.331997 -0.201152 -1.511211 -2.41 -0.76 1.96
C -5.249360 -1.152213 -2.900024 -0.05 0.63 -0.75
C -5.623666 -0.379161 -4.187517 -0.72 -0.64 -0.21
C -6.978152 0.382864 -4.086931 1.07 -1.25 -0.79
C -8.183729 -0.548390 -4.268467 2.09 -0.17 0.57
O -9.274850 -0.141156 -4.170674 -2.82 1.14 -0.01
O -8.015991 -1.864054 -4.605285 0.09 -0.49 0.16
O -3.473204 0.901115 -2.547073 1.23 -1.19 0.87
C -2.101722 0.533501 -2.704795 -1.14 0.50 -3.38
C -2.070165 0.374075 -4.288738 0.45 0.81 -0.22
C -2.541971 1.629003 -5.033581 -0.55 0.17 -0.42
O -2.562448 1.308556 -6.469410 0.30 0.51 1.12
C -1.732418 2.094662 -7.164156 -1.13 1.05 1.47
O -1.157894 1.712683 -8.095954 1.78 -1.36 -3.23
C -1.255615 1.818234 -2.483463 1.25 0.13 0.00
C -0.539172 2.135598 -1.170539 0.40 0.02 -3.54
O -0.885608 1.993656 -0.101355 -1.28 -0.50 3.80
Br 1.286778 2.964431 -1.399432 0.20 0.08 -0.46
C -1.778482 -0.913996 -2.132648 -1.87 0.03 2.23
B -0.804556 -1.179249 -0.866827 0.01 0.47 0.72
O -1.237418 -2.028277 0.113401 0.66 -0.19 -0.63
O 0.454075 -0.645064 -0.668080 -0.01 -0.05 -0.96
N -1.383318 -1.959594 -3.153431 0.71 2.35 -0.58
C -0.049214 -2.051876 -3.456563 -1.48 0.14 0.23
O 0.508184 -3.064472 -3.493664 2.20 -3.31 -0.61
F 0.657332 -0.944848 -3.712119 -0.95 1.24 0.39
C -2.037550 -3.211302 -3.036627 -0.71 1.64 -2.68
O -1.948307 -4.001888 -2.229336 0.71 -2.79 3.58
F -2.805042 -3.489786 -4.111507 0.06 0.84 -0.46
O -3.014933 -1.386290 -1.641578 1.31 0.74 -0.89
H -4.391842 1.185641 2.053748 -0.21 -0.26 -0.13
H -5.465985 1.737799 0.783658 0.05 -0.32 -0.08
H -5.466581 0.001589 1.213542 0.14 0.17 0.06
H -2.917161 0.080094 0.623534 0.09 0.16 -0.46
H -3.352308 1.647710 -0.219494 0.37 -0.41 0.24
H -5.437204 0.743422 -1.403180 0.02 -0.10 -0.36
H -4.934227 -1.173785 -0.602901 -0.12 0.13 -0.17
H -6.201633 -1.507370 -2.458023 0.35 0.22 0.19
H -4.676551 -2.056594 -3.134948 -0.12 0.19 -0.09
H -5.789455 -1.130296 -4.982070 0.23 0.38 0.04
H -4.862033 0.297120 -4.584308 0.02 -0.12 0.45
H -7.009324 1.034383 -4.973754 -0.30 0.19 0.45
H -7.081476 0.946135 -3.156844 -0.09 0.00 -0.25
H -7.454768 -2.334619 -3.969286 0.35 0.37 -0.27
H -1.050349 0.179341 -4.658351 -0.40 -0.17 0.07
H -2.751198 -0.421453 -4.608047 0.29 -0.03 0.32
H -3.559170 1.945202 -4.783205 0.25 -0.25 0.23
H -1.884725 2.502225 -4.927421 -0.07 -0.27 0.24
H -1.608977 3.164288 -6.901134 -0.46 -0.21 0.82
H -0.508712 1.895248 -3.285661 0.00 -0.11 0.39
H -1.921550 2.676833 -2.654850 -0.01 -0.29 0.25
H -0.432451 -2.405987 0.501534 -0.35 0.16 0.39
H 0.752767 -0.108831 -1.416607 0.15 -0.10 0.22
C 3.347530 -1.443779 -4.808512 0.27 0.04 0.01
O 4.305983 -0.874551 -3.935504 0.04 -0.23 0.06
C 3.707948 -0.274938 -2.796932 0.31 0.07 -0.32
C 4.713160 -0.147561 -1.671383 -0.17 0.02 0.14
O 4.917568 -1.356967 -0.947317 0.11 0.01 -0.08
C 5.664250 -2.374570 -1.603119 -0.05 -0.03 0.19
C 7.148929 -2.079333 -1.685461 -0.06 -0.02 -0.42
O 7.424260 -1.170959 -2.741895 -0.02 0.20 0.14
C 8.615164 -0.447792 -2.529342 -0.16 -0.09 -0.09
H 2.670696 -0.674460 -5.193592 -0.08 -0.07 -0.03
H 3.882538 -1.896190 -5.643014 0.07 0.10 0.02
H 2.777045 -2.224658 -4.300543 -0.11 0.05 -0.03
H 2.855859 -0.874844 -2.457784 0.01 0.02 0.08
H 3.359151 0.726060 -3.087569 -0.17 0.02 0.18
H 4.304535 0.555074 -0.941663 -0.06 -0.06 0.02
H 5.659621 0.267407 -2.021888 -0.02 -0.08 -0.20
H 5.243221 -2.603032 -2.583469 0.15 0.13 -0.11
H 5.536556 -3.265511 -0.983063 0.01 0.05 0.06
H 7.693925 -3.009747 -1.894834 0.00 -0.07 0.21
H 7.490136 -1.668225 -0.727977 -0.02 -0.02 0.03
H 8.544681 0.149411 -1.612587 0.12 -0.04 0.05
H 8.751207 0.230138 -3.370855 -0.03 -0.07 -0.03
H 9.477345 -1.121991 -2.470394 0.08 0.06 0.08
C 1.825983 1.111233 1.767072 0.10 -0.05 0.22
O 2.702612 0.410084 2.631762 0.10 0.30 0.16
C 3.925636 0.082764 1.992733 -0.40 -0.27 0.27
C 5.010306 -0.176706 3.016537 0.16 0.05 -0.21
O 5.587131 1.012496 3.554092 -0.05 -0.01 0.10
C 4.785851 1.748436 4.470486 0.19 0.00 -0.07
C 4.666371 1.087668 5.829784 -0.47 0.04 -0.06
O 3.705797 0.043716 5.797943 0.18 -0.18 -0.07
C 3.937690 -0.929116 6.790562 -0.11 0.12 -0.14
H 1.565261 0.499973 0.904449 -0.02 0.08 -0.08
H 0.918965 1.345430 2.322450 0.01 -0.08 0.01
H 2.282483 2.052375 1.438522 0.00 -0.02 -0.08
H 4.236653 0.902575 1.332438 0.08 -0.05 0.00
H 3.763854 -0.824335 1.397491 0.22 0.07 -0.19
H 5.831806 -0.686400 2.506786 0.02 0.10 -0.03
H 4.663581 -0.840086 3.810138 -0.21 0.07 -0.01
H 3.808844 1.979399 4.042332 -0.11 -0.19 0.13
H 5.308032 2.699039 4.605442 0.07 -0.06 0.02
H 4.327633 1.829079 6.566475 0.21 0.09 0.04
H 5.646282 0.698351 6.131431 0.03 0.03 -0.02
H 4.917339 -1.400461 6.646443 0.04 0.02 0.13
H 3.170449 -1.695953 6.694708 -0.04 0.07 -0.01
H 3.879195 -0.488043 7.792272 0.08 -0.07 0.06
C 9.148184 9.431611 6.736480 0.03 -0.19 -0.04
O 8.879838 8.047723 6.736740 -0.19 0.11 -0.09
C 8.255496 7.621257 7.938432 0.30 -0.14 -0.29
C 7.522526 6.311772 7.724630 -0.18 0.01 0.14
O 6.253761 6.462671 7.100106 0.12 0.03 -0.05
C 6.259333 6.775451 5.710483 -0.21 -0.07 0.04
C 6.647066 5.606824 4.827458 0.40 0.26 -0.16
O 8.057605 5.436489 4.815876 0.02 -0.12 0.26
C 8.434791 4.108849 4.513286 -0.03 0.19 -0.01
H 9.838676 9.695650 7.545725 -0.04 0.11 0.02
H 9.607261 9.684649 5.781900 0.03 -0.07 0.02
H 8.219387 10.005191 6.836398 0.04 0.07 0.10
H 7.547084 8.382648 8.286498 -0.02 -0.04 0.06
H 9.041181 7.480474 8.692988 -0.13 0.03 0.18
H 7.306268 5.889204 8.709086 -0.06 0.05 -0.01
H 8.140976 5.587065 7.192734 0.12 0.16 -0.10
H 6.872450 7.654755 5.506683 0.17 -0.12 -0.07
H 5.226396 7.042399 5.474850 -0.01 -0.07 0.06
H 6.327787 5.803657 3.795750 -0.23 -0.07 0.04
H 6.154030 4.698676 5.190905 -0.04 0.02 0.02
H 8.040199 3.418271 5.267600 -0.06 -0.10 -0.11
H 9.522362 4.054801 4.533156 -0.02 0.08 -0.03
H 8.078972 3.820901 3.518680 -0.02 -0.15 0.04
C -8.808545 -8.965221 -0.963879 -0.13 0.14 0.05
O -9.352113 -7.726337 -0.569983 0.10 0.02 -0.19
C -8.472919 -6.999208 0.277583 -0.41 -0.07 -0.04
C -8.811618 -5.521876 0.260281 0.21 0.11 0.02
O -8.307950 -4.835026 -0.876599 -0.08 -0.11 -0.02
C -8.964383 -5.075647 -2.115850 0.07 0.21 0.06
C -10.324731 -4.412148 -2.212587 -0.13 -0.40 -0.13
O -11.305186 -5.176291 -1.519302 0.03 0.07 0.25
C -12.394687 -4.387392 -1.097552 0.11 -0.16 -0.06
H -8.627744 -9.606901 -0.093536 0.10 -0.06 -0.04
H -9.526660 -9.453560 -1.621528 -0.04 0.03 0.05
H -7.875121 -8.818506 -1.519353 0.07 -0.08 0.07
H -7.435104 -7.138018 -0.047284 0.02 0.05 0.05
H -8.592390 -7.389126 1.297558 0.20 0.06 0.07
H -8.313630 -5.058521 1.115449 0.07 0.00 -0.06
H -9.882958 -5.353205 0.382096 -0.06 -0.21 -0.08
H -9.015352 -6.143662 -2.334575 -0.22 -0.02 0.06
H -8.317993 -4.625693 -2.873137 -0.01 0.06 0.06
H -10.631165 -4.355151 -3.264618 0.13 0.20 -0.04
H -10.265136 -3.399390 -1.799445 0.05 0.01 -0.03
H -12.059168 -3.604888 -0.407183 -0.06 0.10 -0.07
H -13.093801 -5.034916 -0.569185 0.02 -0.04 -0.06
H -12.904805 -3.934390 -1.954812 -0.04 0.11 0.06
```
Positions in Å, forces in eV/Å.

Values from the calculation:
Calculated total energy (eV): -175745.109
Kohn-Sham gap (eV): 6.86
Charge: -1